(1)
Formula: C6H14F2OS
Source: OMol25
Level of theory: wB97M-V/def2-TZVPD

Each line ends with the Löwdin charge.
Positions of all 24 atoms, in Å:
1 C 1.951 -1.913 6.116  -0.1207
2 C 1.072 -1.070 5.184  -0.2303
3 C 1.189 -1.345 3.661  -0.4142
4 F 0.296 -0.467 3.132  0.0188
5 F 2.460 -1.039 3.288  0.0416
6 H 1.675 -1.596 7.235  0.1230
7 H 1.728 -2.949 5.622  0.1003
8 H 2.984 -1.784 5.846  0.0477
9 H -0.082 -0.940 5.496  0.1569
10 H 1.448 -0.020 5.277  0.1129
11 H 0.932 -2.324 3.172  0.1638
12 C -1.483 -1.300 -2.336  -0.1192
13 O -1.520 0.075 -2.670  -0.2416
14 C -1.986 0.400 -3.974  -0.2872
15 C -1.810 1.931 -4.150  -0.5694
16 S -0.124 2.556 -4.300  0.6597
17 H -0.957 -1.409 -1.319  0.1084
18 H -2.534 -1.681 -2.218  0.0942
19 H -0.908 -1.935 -3.006  0.0754
20 H -1.447 -0.138 -4.758  0.1162
21 H -3.088 0.170 -3.992  0.1302
22 H -2.397 2.512 -3.411  0.0772
23 H -2.037 2.284 -5.198  0.0571
24 H 0.426 1.638 -3.376  -0.1008

SMILES: CCC(F)F.COCCS


(2)
Formula: C6H14NO
Source: OMol25
Level of theory: wB97M-V/def2-TZVPD

Each line ends with the Löwdin charge.
Positions of all 22 atoms, in Å:
1 C 0.204 1.424 -3.215  -0.1343
2 C -0.149 1.579 -1.777  -0.3304
3 C -1.145 0.588 -1.265  -0.2481
4 C -0.398 -0.738 -0.981  -0.2161
5 C 0.451 -0.810 0.397  -0.2329
6 N -0.548 -0.588 1.517  -0.0630
7 C 0.162 -0.829 2.922  -0.5741
8 O 1.433 -0.919 2.776  -0.3143
9 H 0.521 0.424 -3.516  0.0673
10 H -0.704 1.706 -3.744  0.0672
11 H 1.006 2.094 -3.518  0.0631
12 H 0.828 1.541 -1.142  0.1344
13 H -0.516 2.567 -1.544  0.0898
14 H -2.015 0.486 -1.884  0.0838
15 H -1.614 1.102 -0.314  0.1284
16 H 0.314 -1.025 -1.762  0.0766
17 H -1.119 -1.625 -0.985  0.1019
18 H 1.190 -0.054 0.206  0.0668
19 H 0.903 -1.809 0.521  0.1041
20 H -0.778 0.394 1.560  0.0309
21 H -0.296 -1.695 3.355  0.0468
22 H -0.095 0.077 3.463  0.0517

total charge: -1
SMILES: CCCCCNC[O-]


(3)
Formula: C20H46P4SeTl
Source: OMol25
Level of theory: wB97M-V/def2-TZVPD

Each line ends with the Löwdin charge.
Positions of all 72 atoms, in Å:
1 Tl -0.505 1.052 0.848  0.5150
2 P 1.420 -2.829 -0.480  0.7914
3 P 2.000 0.706 2.325  0.7435
4 P 1.705 0.795 -1.486  0.7548
5 H -4.109 -0.032 -2.506  0.0491
6 C -3.282 -0.073 -3.209  -0.0931
7 C -2.477 -1.113 -3.348  -0.0933
8 H -2.670 -2.075 -2.787  0.0681
9 C 1.011 -4.573 -0.060  -0.2899
10 C 3.233 -2.932 -0.168  -0.2802
11 C 1.422 -3.028 -2.313  -0.2723
12 C 1.996 2.298 3.213  -0.2693
13 C 2.114 -0.439 3.737  -0.2351
14 C 3.714 0.704 1.726  -0.2310
15 C 0.830 0.527 -3.076  -0.2536
16 C 3.410 0.322 -1.973  -0.2430
17 C 1.933 2.608 -1.631  -0.3354
18 H -3.075 0.885 -3.759  0.0770
19 H -1.685 -1.168 -4.087  0.0519
20 H -0.047 -4.780 -0.263  0.0347
21 H 1.215 -4.773 0.998  0.0410
22 H 1.632 -5.234 -0.683  0.0612
23 H 3.402 -2.925 0.918  0.0369
24 H 3.757 -2.076 -0.611  0.0153
25 H 3.630 -3.867 -0.585  0.0678
26 H 0.429 -2.764 -2.693  0.0301
27 H 1.632 -4.074 -2.559  0.0602
28 H 2.166 -2.384 -2.791  0.0238
29 H 2.745 2.205 4.011  0.0685
30 H 1.021 2.507 3.657  0.0539
31 H 2.270 3.118 2.546  0.0546
32 H 2.662 0.081 4.535  0.0719
33 H 2.664 -1.343 3.453  0.0604
34 H 1.121 -0.715 4.099  0.0388
35 H 4.358 0.977 2.575  0.0870
36 H 3.858 1.438 0.927  0.0433
37 H 4.000 -0.293 1.369  0.0468
38 H 1.072 1.360 -3.734  0.0598
39 H -0.253 0.468 -2.935  0.0123
40 H 1.179 -0.411 -3.535  0.0443
41 H 3.777 1.080 -2.672  0.0722
42 H 3.431 -0.656 -2.464  0.0374
43 H 4.064 0.302 -1.096  0.0287
44 H 2.325 2.836 -2.622  0.0632
45 H 2.613 2.968 -0.846  0.0529
46 H 0.958 3.143 -1.501  -0.0654
47 C -2.321 3.951 -0.186  -0.5233
48 C -3.152 3.099 -0.942  -0.0852
49 C -4.322 3.617 -1.501  -0.0135
50 C -4.684 4.941 -1.253  0.0305
51 C -3.922 5.738 -0.390  -0.0035
52 C -2.781 5.222 0.193  -0.1036
53 Se -0.416 3.702 0.277  0.8789
54 H -2.040 -0.073 1.445  -0.0334
55 H -2.863 2.044 -1.121  0.0872
56 H -4.927 2.975 -2.125  0.1269
57 H -5.564 5.366 -1.720  0.1406
58 H -4.201 6.753 -0.156  0.1349
59 H -2.176 5.804 0.914  0.1231
60 C -2.730 -1.248 2.953  -0.2345
61 P -1.354 -1.693 1.782  0.7514
62 C -0.673 -3.070 2.861  -0.2019
63 C -2.323 -2.719 0.623  -0.2294
64 H -2.309 -0.991 3.917  0.0674
65 H -3.411 -2.075 2.992  0.0658
66 H -3.266 -0.366 2.553  0.0498
67 H -0.678 -2.747 3.906  0.0546
68 H 0.347 -3.335 2.570  0.0242
69 H -1.315 -3.957 2.764  0.0815
70 H -1.692 -3.443 0.091  0.0353
71 H -2.805 -2.062 -0.104  0.0447
72 H -3.086 -3.259 1.195  0.0757

total charge: +3


(4)
Formula: C31H27FeNO4S6Sb
Source: OMol25
Level of theory: wB97M-V/def2-TZVPD

Each line ends with the Löwdin charge.
Positions of all 71 atoms, in Å:
1 Fe -0.329 -0.674 -2.294  0.5118
2 S -5.874 1.368 -6.357  0.6016
3 C -4.699 0.847 -5.363  -1.5013
4 S -4.114 1.757 -4.005  0.9136
5 C -2.925 0.625 -3.434  -1.1190
6 C -2.812 -0.562 -4.187  -1.1307
7 S -1.749 -1.832 -3.876  0.6880
8 S -3.885 -0.677 -5.550  0.9171
9 S -2.017 1.023 -2.072  0.6981
10 C -5.548 -2.129 4.541  -0.0475
11 C -4.093 -2.427 4.307  -0.2646
12 C -3.100 -1.646 4.888  -0.0323
13 C -1.758 -1.906 4.652  -0.0513
14 C -1.411 -2.961 3.827  -0.2880
15 C -2.383 -3.764 3.243  -0.0440
16 C -3.715 -3.491 3.487  -0.0302
17 S 0.289 -3.300 3.516  0.6350
18 O 1.076 -2.380 4.298  -0.3087
19 O 0.559 -4.704 3.647  -0.2865
20 N 0.347 -2.966 1.908  -0.1267
21 C 1.603 -3.278 1.225  -0.2095
22 C 1.369 -3.611 -0.241  -0.0722
23 C 0.855 -2.469 -1.073  -0.6259
24 O 1.164 -2.358 -2.278  -0.0545
25 O 0.056 -1.606 -0.550  -0.1109
26 H -5.685 -1.479 5.404  0.0758
27 H -6.114 -3.045 4.707  0.0811
28 H -5.980 -1.629 3.672  0.0866
29 H -3.380 -0.826 5.539  0.1138
30 H -0.979 -1.309 5.107  0.1097
31 H -2.087 -4.592 2.612  0.1194
32 H -4.480 -4.114 3.037  0.1174
33 H -0.009 -2.041 1.684  0.0943
34 H 2.039 -4.148 1.716  0.1182
35 H 2.315 -2.453 1.317  0.1126
36 H 0.631 -4.414 -0.317  0.1394
37 H 2.291 -3.969 -0.699  0.1285
38 C 4.748 5.398 -0.884  -0.0904
39 C 3.831 4.997 0.075  -0.0845
40 C 3.329 3.701 0.064  -0.1243
41 C 3.744 2.795 -0.907  -0.4160
42 C 4.676 3.203 -1.861  -0.1480
43 C 5.171 4.499 -1.854  -0.0896
44 Sb 3.007 0.788 -1.020  1.5140
45 C 1.539 0.997 0.522  -0.4219
46 C 1.809 0.400 1.751  -0.1506
47 C 0.884 0.449 2.787  -0.0858
48 C -0.335 1.084 2.593  -0.0733
49 C -0.613 1.692 1.377  -0.0769
50 C 0.324 1.656 0.353  -0.1652
51 C 1.720 1.235 -2.701  -0.4025
52 C 1.531 0.283 -3.714  -0.2093
53 C 0.723 0.564 -4.819  -0.1000
54 C 0.128 1.810 -4.942  -0.0786
55 C 0.353 2.780 -3.973  -0.0785
56 C 1.140 2.496 -2.867  -0.1401
57 H 5.136 6.408 -0.875  0.1018
58 H 3.502 5.693 0.836  0.1032
59 H 2.610 3.400 0.817  0.0904
60 H 5.019 2.510 -2.622  0.0927
61 H 5.891 4.805 -2.603  0.1024
62 H 2.751 -0.115 1.915  0.0923
63 H 1.111 -0.034 3.728  0.0908
64 H -1.068 1.106 3.390  0.1016
65 H -1.559 2.195 1.221  0.1048
66 H 0.092 2.150 -0.582  0.0496
67 H 2.035 -0.675 -3.661  0.0902
68 H 0.579 -0.190 -5.582  0.1127
69 H -0.498 2.030 -5.798  0.1149
70 H -0.094 3.761 -4.075  0.1141
71 H 1.317 3.271 -2.130  0.1022

expectation value of S²: 8.779
multiplicity: 6


(5)
Formula: C31H65N4O27
Source: OMol25
Level of theory: wB97M-V/def2-TZVPD

Each line ends with the Löwdin charge.
Positions of all 127 atoms, in Å:
1 N 0.829 2.902 -2.493  0.0879
2 C -0.343 2.154 -2.102  -0.3600
3 C -0.127 0.624 -1.980  -0.0876
4 C -1.314 -0.294 -2.390  -0.1123
5 N -2.514 0.399 -2.986  0.0704
6 C -2.503 1.744 -2.735  -0.3547
7 N -3.502 2.356 -2.124  0.2933
8 N -1.412 2.490 -3.095  0.1316
9 H 1.674 2.431 -2.198  0.0766
10 H 0.859 3.030 -3.497  0.0866
11 H -0.641 2.551 -1.133  0.1401
12 H 0.077 0.436 -0.930  0.1187
13 H 0.770 0.340 -2.521  0.0957
14 H -0.975 -1.004 -3.133  0.1177
15 H -1.648 -0.871 -1.538  0.1155
16 H -2.505 0.239 -3.989  0.1590
17 H -3.909 2.028 -1.255  0.1477
18 H -3.911 3.190 -2.520  0.1522
19 H -1.076 2.129 -3.991  0.1435
20 C 3.908 -0.765 -1.945  -0.0356
21 O 4.223 0.556 -2.397  -0.0174
22 C 5.174 0.591 -3.343  -0.6557
23 O 5.723 -0.369 -3.810  0.1318
24 O 5.405 1.858 -3.664  -0.0286
25 C 6.421 2.045 -4.663  -0.0039
26 H 3.139 -0.651 -1.185  0.0882
27 H 3.530 -1.376 -2.763  0.0894
28 H 4.781 -1.240 -1.505  0.1047
29 H 6.131 1.562 -5.595  0.0943
30 H 7.376 1.657 -4.320  0.1054
31 H 6.502 3.115 -4.823  0.1001
32 C 0.176 1.871 -8.563  -0.0271
33 O 1.095 0.844 -8.176  0.0194
34 C 1.572 0.956 -6.946  -0.6211
35 O 1.281 1.814 -6.145  0.0996
36 O 2.410 -0.054 -6.726  0.0279
37 C 3.048 -0.006 -5.451  -0.0302
38 H -0.119 1.643 -9.582  0.0986
39 H -0.701 1.864 -7.919  0.0902
40 H 0.655 2.847 -8.530  0.1022
41 H 2.296 -0.021 -4.661  0.0868
42 H 3.670 0.882 -5.369  0.0971
43 H 3.676 -0.887 -5.365  0.0984
44 C -3.998 0.149 4.507  -0.0123
45 O -3.193 1.334 4.343  -0.0090
46 C -3.399 1.983 3.209  -0.6223
47 O -4.166 1.674 2.333  0.1136
48 O -2.593 3.051 3.179  0.0118
49 C -2.760 3.835 2.004  -0.0494
50 H -3.724 -0.276 5.468  0.0865
51 H -5.054 0.406 4.509  0.1057
52 H -3.789 -0.573 3.722  0.0850
53 H -3.772 4.231 1.943  0.1006
54 H -2.545 3.228 1.123  0.0720
55 H -2.055 4.658 2.062  0.0981
56 C -0.183 -3.165 9.206  -0.0205
57 O -1.125 -2.141 8.864  0.0019
58 C -0.689 -1.267 7.963  -0.6414
59 O 0.390 -1.276 7.430  0.1207
60 O -1.670 -0.399 7.719  0.0034
61 C -1.357 0.588 6.733  -0.0396
62 H -0.672 -3.798 9.941  0.0815
63 H 0.075 -3.761 8.332  0.0983
64 H 0.716 -2.735 9.641  0.1026
65 H -1.132 0.115 5.779  0.0876
66 H -0.521 1.208 7.050  0.1051
67 H -2.241 1.204 6.628  0.0861
68 C 6.646 -1.375 -8.037  -0.0342
69 O 6.989 -0.061 -8.483  -0.0051
70 C 7.931 -0.034 -9.428  -0.6281
71 O 8.475 -0.994 -9.903  0.1321
72 O 8.160 1.237 -9.748  0.0022
73 C 9.158 1.416 -10.760  -0.0342
74 H 5.878 -1.255 -7.277  0.0805
75 H 6.252 -1.974 -8.855  0.0994
76 H 7.513 -1.862 -7.596  0.1009
77 H 8.857 0.931 -11.685  0.0985
78 H 10.116 1.021 -10.428  0.0986
79 H 9.239 2.487 -10.917  0.0932
80 C -4.829 -5.470 3.314  -0.0316
81 O -3.437 -5.307 3.607  0.0125
82 C -3.097 -4.085 3.997  -0.6190
83 O -3.841 -3.143 4.108  0.1147
84 O -1.787 -4.071 4.242  0.0171
85 C -1.303 -2.803 4.688  -0.0337
86 H -4.953 -6.506 3.014  0.0953
87 H -5.432 -5.270 4.197  0.0992
88 H -5.129 -4.813 2.501  0.0950
89 H -1.781 -2.520 5.624  0.0923
90 H -1.480 -2.040 3.931  0.0936
91 H -0.235 -2.907 4.849  0.1004
92 C -9.039 0.280 0.569  -0.0246
93 O -8.585 -0.214 -0.699  0.0150
94 C -7.279 -0.418 -0.774  -0.6280
95 O -6.472 -0.216 0.097  0.1176
96 O -6.992 -0.875 -1.997  0.0096
97 C -5.608 -1.156 -2.182  -0.0545
98 H -10.114 0.395 0.479  0.0964
99 H -8.811 -0.430 1.360  0.1000
100 H -8.583 1.243 0.789  0.0973
101 H -5.275 -1.937 -1.501  0.1020
102 H -5.012 -0.258 -2.038  0.0551
103 H -5.496 -1.502 -3.206  0.0950
104 C -3.418 -4.348 11.325  -0.0387
105 O -2.328 -4.988 11.994  -0.0054
106 C -2.643 -6.154 12.560  -0.6266
107 O -3.726 -6.674 12.543  0.1288
108 O -1.550 -6.639 13.143  0.0050
109 C -1.742 -7.898 13.797  -0.0352
110 H -3.025 -3.423 10.912  0.0840
111 H -3.791 -4.972 10.514  0.0997
112 H -4.225 -4.121 12.017  0.0995
113 H -2.053 -8.657 13.084  0.0976
114 H -2.480 -7.808 14.591  0.0984
115 H -0.779 -8.166 14.221  0.0935
116 C 4.779 8.181 -4.460  -0.0332
117 O 4.947 7.358 -3.300  0.0100
118 C 4.286 6.207 -3.342  -0.6255
119 O 3.588 5.822 -4.245  0.1182
120 O 4.528 5.545 -2.212  0.0170
121 C 3.872 4.279 -2.134  -0.0464
122 H 5.369 9.074 -4.283  0.0952
123 H 5.144 7.670 -5.348  0.0973
124 H 3.734 8.452 -4.589  0.0973
125 H 4.181 3.608 -2.927  0.0722
126 H 2.792 4.411 -2.169  0.0716
127 H 4.152 3.845 -1.177  0.1024

total charge: +1


no.,energy (Ha)
1,-910.0872
2,-366.9468
3,-4727.7781
4,-5446.3430
5,-3470.4867